Entry 1:
{"formula": "C24H31BrO6V", "method": "ωB97M-V with the def2-TZVPD basis set", "elements": ["V", "C", "C", "C", "C", "C", "C", "H", "H", "H", "H", "H", "H", "O", "C", "O", "C", "O", "C", "C", "O", "O", "H", "H", "H", "H", "H", "C", "C", "C", "C", "C", "C", "C", "Br", "C", "O", "C", "C", "C", "C", "C", "C", "H", "H", "H", "H", "H", "H", "H", "H", "H", "H", "H", "H", "H", "H", "H", "H", "H", "H", "H", "H"], "positions_angstrom": [[0.65, 0.69, 2.05], [3.34, 3.29, 3.73], [3.80, 2.27, 2.92], [3.13, 1.95, 1.75], [1.92, 2.62, 1.42], [1.47, 3.67, 2.26], [2.17, 3.99, 3.40], [3.90, 3.57, 4.61], [4.71, 1.75, 3.17], [3.56, 1.25, 1.05], [1.59, 2.62, 0.37], [0.61, 4.26, 1.97], [1.85, 4.81, 4.02], [-0.57, 1.40, 5.82], [-0.35, 0.93, 4.64], [0.27, 1.51, 3.76], [-0.98, -0.43, 4.39], [-0.54, -0.95, 3.14], [0.36, -2.05, 3.22], [1.84, -1.52, 3.24], [2.74, -2.20, 3.63], [1.91, -0.31, 2.77], [-0.21, 2.29, 5.99], [-2.07, -0.30, 4.35], [-0.74, -1.10, 5.23], [0.22, -2.67, 2.33], [0.19, -2.67, 4.11], [-4.41, -0.11, -3.42], [-2.95, -0.05, -3.89], [-2.70, -1.23, -4.83], [-2.71, 1.26, -4.67], [-2.02, -0.05, -2.71], [-2.25, 0.84, -1.64], [-1.40, 0.84, -0.58], [-1.60, 1.93, 1.00], [-0.25, 0.00, -0.50], [0.43, 0.13, 0.58], [-0.01, -0.90, -1.57], [-0.91, -0.89, -2.62], [1.13, -1.91, -1.52], [2.15, -1.64, -0.42], [1.90, -1.92, -2.85], [0.47, -3.27, -1.27], [-5.06, -0.20, -4.29], [-4.71, 0.79, -2.89], [-4.57, -0.97, -2.77], [-3.45, -1.24, -5.62], [-2.79, -2.18, -4.30], [-1.73, -1.17, -5.31], [-3.37, 1.27, -5.54], [-1.68, 1.32, -5.01], [-2.93, 2.13, -4.06], [-3.10, 1.51, -1.65], [-0.75, -1.59, -3.43], [2.60, -0.65, -0.52], [2.95, -2.37, -0.49], [1.72, -1.74, 0.58], [2.37, -0.95, -3.02], [1.26, -2.15, -3.70], [2.67, -2.68, -2.80], [-0.16, -3.23, -0.38], [1.24, -4.03, -1.11], [-0.14, -3.58, -2.11]], "total_charge": 2, "orbital_gap_ev": [6.3, 8.2], "e_above_lowest_kcal_mol": 0.0, "multiplicity": 2}

---

Entry 2:
{"formula": "C48H87N3O12", "method": "ωB97M-V with the def2-TZVPD basis set", "elements": ["C", "C", "C", "N", "C", "H", "H", "H", "H", "H", "C", "C", "C", "N", "C", "H", "H", "H", "H", "H", "C", "C", "C", "N", "C", "H", "H", "H", "H", "H", "C", "C", "O", "C", "C", "O", "H", "H", "H", "H", "H", "H", "H", "H", "C", "C", "O", "C", "C", "O", "H", "H", "H", "H", "H", "H", "H", "H", "C", "C", "O", "C", "C", "O", "H", "H", "H", "H", "H", "H", "H", "H", "C", "C", "C", "O", "C", "H", "H", "H", "H", "H", "H", "H", "H", "C", "C", "C", "O", "C", "H", "H", "H", "H", "H", "H", "H", "H", "C", "C", "C", "O", "C", "H", "H", "H", "H", "H", "H", "H", "H", "C", "C", "C", "O", "C", "H", "H", "H", "H", "H", "H", "H", "H", "C", "C", "C", "O", "C", "H", "H", "H", "H", "H", "H", "H", "H", "C", "C", "C", "O", "C", "H", "H", "H", "H", "H", "H", "H", "H"], "positions_angstrom": [[1.75, 1.49, 4.30], [2.23, 0.30, 5.04], [3.17, -0.25, 4.26], [3.34, 0.48, 3.13], [2.51, 1.55, 3.18], [1.05, 2.20, 4.62], [1.95, -0.11, 5.96], [3.68, -1.21, 4.42], [3.86, 0.06, 2.34], [2.55, 2.31, 2.47], [-5.21, -3.94, 0.91], [-4.22, -4.92, 0.68], [-2.98, -4.24, 0.52], [-3.32, -2.91, 0.47], [-4.69, -2.66, 0.65], [-6.21, -4.21, 1.15], [-4.38, -5.98, 0.74], [-1.92, -4.48, 0.42], [-2.72, -2.20, 0.11], [-4.97, -1.64, 0.70], [-4.44, -0.95, 5.70], [-4.71, -2.19, 5.11], [-3.71, -2.50, 4.17], [-2.86, -1.33, 4.15], [-3.33, -0.42, 5.05], [-5.15, -0.55, 6.44], [-5.58, -2.82, 5.30], [-3.45, -3.29, 3.51], [-1.98, -1.20, 3.61], [-2.79, 0.45, 5.19], [7.78, 0.35, 1.59], [7.03, 0.12, 0.24], [6.56, 1.38, -0.39], [5.31, 1.79, -0.18], [4.99, 3.19, -0.57], [4.46, 1.11, 0.34], [8.42, -0.52, 1.82], [7.03, 0.44, 2.44], [8.31, 1.28, 1.48], [7.80, -0.32, -0.47], [6.09, -0.49, 0.36], [3.88, 3.40, -0.45], [5.33, 3.38, -1.57], [5.52, 3.84, 0.09], [-6.37, -0.25, -2.09], [-5.06, -1.01, -2.28], [-4.01, -0.36, -1.59], [-3.42, 0.63, -2.25], [-2.28, 1.25, -1.57], [-3.75, 0.99, -3.40], [-7.13, -0.94, -2.51], [-6.54, 0.68, -2.66], [-6.58, -0.02, -1.01], [-5.08, -1.97, -1.81], [-4.88, -0.94, -3.35], [-1.46, 0.82, -2.12], [-2.36, 1.06, -0.51], [-2.43, 2.33, -1.75], [1.14, -2.71, 2.97], [0.66, -2.38, 1.56], [1.01, -1.05, 1.18], [0.13, -0.02, 1.29], [0.61, 1.15, 0.43], [-0.92, -0.09, 1.89], [0.70, -3.72, 3.21], [0.88, -2.03, 3.78], [2.21, -2.87, 2.99], [1.04, -2.99, 0.79], [-0.47, -2.41, 1.50], [1.68, 1.12, 0.20], [0.38, 2.17, 0.83], [-0.01, 1.17, -0.44], [0.78, -2.69, -3.20], [-0.50, -3.40, -3.86], [-1.68, -3.18, -2.82], [-1.24, -2.08, -1.97], [0.17, -2.05, -1.95], [1.31, -2.03, -3.90], [1.50, -3.40, -2.89], [-0.24, -4.46, -4.10], [-0.68, -2.97, -4.84], [-1.87, -4.03, -2.14], [-2.65, -2.98, -3.31], [0.56, -2.59, -1.14], [0.52, -1.05, -1.77], [-1.97, 6.57, 0.72], [-0.53, 6.75, 1.22], [-0.16, 5.35, 1.65], [-1.05, 4.48, 1.12], [-1.80, 5.20, 0.13], [-2.27, 7.38, 0.03], [-2.69, 6.40, 1.50], [-0.51, 7.47, 2.02], [0.10, 7.17, 0.47], [-0.28, 5.25, 2.78], [0.89, 5.04, 1.48], [-2.72, 4.57, 0.06], [-1.28, 5.17, -0.79], [4.12, -0.98, -4.24], [4.19, -0.73, -2.70], [3.23, 0.41, -2.52], [2.16, 0.16, -3.48], [2.81, -0.20, -4.71], [4.08, -2.03, -4.53], [4.93, -0.55, -4.85], [5.20, -0.52, -2.35], [3.80, -1.72, -2.25], [3.69, 1.41, -2.74], [2.80, 0.54, -1.55], [3.02, 0.67, -5.35], [2.09, -0.82, -5.25], [2.30, -7.17, 0.19], [2.72, -7.21, -1.27], [1.96, -6.01, -1.84], [2.18, -5.03, -0.83], [1.97, -5.66, 0.39], [3.02, -7.55, 0.85], [1.35, -7.77, 0.28], [2.48, -8.14, -1.79], [3.77, -7.03, -1.37], [0.90, -6.26, -1.89], [2.44, -5.72, -2.77], [0.97, -5.56, 0.79], [2.70, -5.10, 0.99], [-4.13, 1.32, 2.31], [-5.30, 0.70, 2.96], [-6.43, 1.36, 2.13], [-6.03, 2.74, 2.01], [-4.68, 2.60, 1.65], [-3.74, 0.63, 1.65], [-3.25, 1.74, 2.93], [-5.52, 0.88, 4.01], [-5.24, -0.43, 2.89], [-7.40, 1.29, 2.56], [-6.49, 1.03, 1.09], [-4.17, 3.45, 2.04], [-4.62, 2.57, 0.55], [0.95, 5.16, -3.24], [2.05, 6.21, -2.94], [3.35, 5.42, -2.77], [2.87, 4.02, -2.76], [1.77, 3.99, -3.61], [0.26, 5.46, -4.03], [0.36, 5.01, -2.34], [1.87, 6.81, -2.03], [2.09, 7.00, -3.69], [3.79, 5.58, -1.75], [4.13, 5.68, -3.51], [1.24, 3.07, -3.43], [2.04, 4.02, -4.68]], "smiles": "c1cc[nH]c1.c1cc[nH]c1.c1cc[nH]c1.CCOC(C)=O.CCOC(C)=O.CCOC(C)=O.C1CCOC1.C1CCOC1.C1CCOC1.C1CCOC1.C1CCOC1.C1CCOC1", "orbital_gap_ev": 7.9}

---

Entry 3:
{"formula": "C41H37F5OP2Ru", "method": "ωB97M-V with the def2-TZVPD basis set", "elements": ["Ru", "C", "C", "C", "C", "C", "C", "C", "C", "C", "H", "H", "H", "H", "H", "H", "H", "H", "H", "H", "H", "H", "H", "H", "H", "P", "P", "C", "C", "C", "C", "C", "C", "C", "C", "C", "C", "C", "C", "C", "C", "C", "C", "C", "C", "C", "C", "C", "C", "C", "C", "C", "C", "H", "H", "H", "H", "H", "H", "H", "H", "H", "H", "H", "H", "H", "H", "H", "H", "H", "H", "H", "H", "H", "H", "F", "C", "C", "F", "C", "F", "C", "O", "C", "F", "C", "F"], "positions_angstrom": [[-0.01, 0.20, -0.34], [3.12, -1.78, -2.71], [2.40, -0.65, -2.71], [1.37, -0.24, -3.71], [-0.13, -0.50, -3.41], [-0.31, -1.62, -2.41], [0.13, -2.90, -2.63], [1.06, -3.34, -3.64], [2.65, -3.01, -3.45], [1.13, -1.77, 0.39], [3.94, -1.87, -1.96], [2.70, 0.25, -2.10], [1.63, -0.70, -4.68], [1.43, 0.85, -3.76], [-0.64, 0.42, -3.06], [-0.57, -0.72, -4.40], [-1.37, -1.53, -2.07], [-0.10, -3.62, -1.86], [0.90, -3.03, -4.69], [1.07, -4.44, -3.62], [3.08, -3.84, -2.86], [3.09, -3.06, -4.48], [2.27, -1.94, 0.39], [0.85, -2.74, -0.11], [0.74, -1.95, 1.48], [-0.91, 2.76, 1.44], [-2.67, 0.81, 1.57], [-2.24, 3.02, 0.23], [-3.17, 2.06, 0.36], [-0.93, 4.52, 2.22], [-1.42, 5.70, 1.61], [-1.30, 6.95, 2.26], [-0.76, 7.05, 3.54], [-0.37, 5.86, 4.17], [-0.49, 4.62, 3.54], [0.71, 2.61, 0.57], [1.36, 1.27, 0.53], [2.63, 1.13, -0.07], [3.19, 2.33, -0.70], [2.52, 3.58, -0.67], [1.25, 3.73, -0.04], [-4.04, 1.14, 2.78], [-4.05, 2.38, 3.44], [-5.16, 2.77, 4.19], [-6.27, 1.94, 4.35], [-6.24, 0.70, 3.71], [-5.15, 0.30, 2.92], [-3.21, -0.78, 0.84], [-3.02, -1.91, 1.64], [-3.49, -3.13, 1.21], [-4.15, -3.23, -0.03], [-4.30, -2.11, -0.85], [-3.81, -0.85, -0.43], [-2.22, 3.92, -0.40], [-4.14, 2.06, -0.10], [-1.89, 5.68, 0.63], [-1.62, 7.87, 1.74], [-0.67, 8.04, 4.04], [0.04, 5.93, 5.17], [-0.20, 3.72, 4.08], [0.63, 0.59, 1.37], [3.21, 0.22, 0.08], [4.07, 2.26, -1.38], [2.86, 4.53, -1.11], [0.72, 4.68, 0.16], [-3.21, 3.08, 3.32], [-5.18, 3.74, 4.66], [-7.16, 2.25, 4.94], [-7.10, 0.05, 3.80], [-5.20, -0.66, 2.38], [-2.50, -1.81, 2.57], [-3.37, -4.00, 1.82], [-4.58, -4.20, -0.36], [-4.81, -2.17, -1.83], [-3.87, 0.02, -1.09], [7.41, -6.52, -2.88], [6.70, -5.68, -2.12], [5.34, -5.95, -1.90], [4.76, -7.03, -2.46], [4.61, -5.09, -1.13], [3.26, -5.26, -1.02], [5.15, -3.88, -0.52], [4.43, -2.96, -0.07], [6.59, -3.72, -0.69], [7.14, -2.62, -0.18], [7.29, -4.56, -1.55], [8.56, -4.24, -1.88]], "total_charge": 2, "orbital_gap_ev": [6.2, 5.7], "e_above_lowest_kcal_mol": 18.3, "multiplicity": 5}

---

Entry 4:
{"formula": "C27H20BF4N6O6RuS6", "method": "ωB97M-V with the def2-TZVPD basis set", "elements": ["Ru", "N", "S", "C", "C", "C", "C", "C", "C", "C", "C", "C", "C", "C", "C", "H", "H", "H", "H", "H", "H", "H", "H", "H", "H", "H", "O", "S", "O", "N", "C", "S", "C", "C", "C", "C", "C", "C", "H", "H", "H", "H", "F", "B", "F", "F", "F", "S", "C", "S", "C", "N", "N", "C", "C", "C", "C", "C", "C", "S", "H", "H", "H", "H", "H", "O", "N", "O", "N", "O", "O"], "positions_angstrom": [[0.02, -0.92, 0.06], [-1.99, -0.82, -0.45], [-3.25, -0.17, 0.28], [-4.48, -1.45, 0.48], [-4.70, -2.40, -0.50], [-5.65, -3.38, -0.27], [-6.37, -3.39, 0.92], [-6.14, -2.43, 1.89], [-5.18, -1.45, 1.68], [-4.02, 0.83, -0.98], [-3.17, 1.53, -1.84], [-3.73, 2.35, -2.81], [-5.11, 2.47, -2.90], [-5.94, 1.78, -2.03], [-5.40, 0.95, -1.06], [-2.12, -1.02, -1.43], [-4.12, -2.40, -1.41], [-5.83, -4.14, -1.02], [-7.12, -4.16, 1.09], [-6.70, -2.45, 2.82], [-4.97, -0.70, 2.43], [-2.10, 1.44, -1.74], [-3.09, 2.89, -3.48], [-5.54, 3.12, -3.66], [-7.02, 1.88, -2.11], [-6.04, 0.40, -0.39], [-1.75, -3.67, -2.12], [-1.12, -3.99, -0.88], [-1.93, -4.30, 0.26], [-0.01, -2.80, -0.48], [1.24, -3.23, -0.38], [2.30, -2.06, 0.17], [1.40, -4.64, -0.77], [2.55, -5.40, -0.84], [2.43, -6.73, -1.23], [1.19, -7.27, -1.54], [0.03, -6.50, -1.47], [0.17, -5.19, -1.08], [3.51, -4.97, -0.59], [3.31, -7.35, -1.30], [1.12, -8.31, -1.85], [-0.94, -6.92, -1.71], [-0.29, 1.25, 0.10], [-0.84, 2.02, 1.25], [-1.00, 1.08, 2.29], [0.05, 3.00, 1.58], [-2.06, 2.51, 0.84], [7.46, 0.00, 0.16], [6.08, 0.29, 0.99], [4.55, 0.71, 0.28], [3.78, 0.64, 1.85], [4.64, 0.36, 2.83], [5.88, 0.21, 2.36], [6.89, -0.12, 3.33], [6.58, -1.05, 4.31], [7.53, -1.36, 5.27], [8.77, -0.74, 5.25], [9.06, 0.20, 4.27], [8.12, 0.52, 3.30], [2.16, 0.90, 2.13], [5.60, -1.52, 4.31], [7.29, -2.09, 6.04], [9.50, -0.98, 6.00], [10.02, 0.70, 4.26], [8.33, 1.26, 2.55], [-0.51, -1.58, 2.77], [-0.28, -1.30, 1.71], [2.01, 0.63, -1.55], [1.20, 0.22, -2.36], [1.18, 0.45, -3.54], [0.21, -0.56, -1.92]], "orbital_gap_ev": [6.9, 6.0], "e_above_lowest_kcal_mol": 0.0, "multiplicity": 2}

---

Entry 5:
{"formula": "C8H10N2OS2", "method": "ωB97M-V with the def2-TZVPD basis set", "elements": ["C", "C", "C", "C", "C", "C", "C", "C", "N", "N", "O", "S", "S", "H", "H", "H", "H", "H", "H", "H", "H", "H", "H"], "positions_angstrom": [[-0.16, -0.80, 2.66], [-0.43, -2.00, 2.03], [-0.02, 0.46, 1.96], [-0.41, -2.14, 0.52], [0.52, -1.00, -0.01], [0.09, 0.51, 0.43], [-1.26, 0.81, -0.02], [1.25, 1.43, -0.06], [-0.57, -3.05, 2.96], [-0.39, -2.76, 4.16], [0.25, 3.06, 2.17], [-0.09, -1.03, 4.35], [0.11, 1.82, 2.90], [0.02, -3.13, 0.35], [-1.46, -1.92, 0.23], [1.56, -1.05, 0.31], [0.41, -1.00, -1.05], [-1.51, 0.73, -1.09], [-1.49, 1.83, 0.02], [-2.17, 0.21, 0.44], [1.36, 1.62, -1.20], [2.20, 1.09, 0.32], [1.26, 2.54, 0.35]], "orbital_gap_ev": 7.8, "e_above_lowest_kcal_mol": 55.5}

---

Entry 6:
{"formula": "C18H48BrN3O6", "method": "ωB97M-V with the def2-TZVPD basis set", "elements": ["Br", "C", "O", "C", "C", "N", "H", "H", "C", "C", "O", "C", "H", "H", "H", "H", "H", "H", "H", "H", "H", "H", "H", "H", "H", "H", "C", "O", "C", "C", "N", "H", "H", "C", "C", "O", "C", "H", "H", "H", "H", "H", "H", "H", "H", "H", "H", "H", "H", "H", "H", "C", "O", "C", "C", "N", "H", "H", "C", "C", "O", "C", "H", "H", "H", "H", "H", "H", "H", "H", "H", "H", "H", "H", "H", "H"], "positions_angstrom": [[0.10, -0.28, 0.05], [-0.05, -5.75, 4.01], [-0.10, -4.66, 3.08], [-0.09, -3.26, 3.61], [0.18, -2.13, 2.59], [-0.79, -2.19, 1.45], [-1.75, -2.21, 1.75], [-0.70, -1.37, 0.87], [-0.67, -3.33, 0.49], [-1.22, -2.80, -0.94], [-2.40, -2.02, -0.71], [-3.30, -1.94, -1.77], [-0.74, -5.52, 4.82], [0.91, -5.84, 4.52], [-0.17, -6.72, 3.54], [0.84, -3.18, 4.19], [-0.89, -3.17, 4.34], [1.20, -2.31, 2.24], [0.17, -1.18, 3.13], [-1.15, -4.23, 0.87], [0.41, -3.47, 0.46], [-1.49, -3.65, -1.58], [-0.49, -2.14, -1.40], [-3.65, -2.91, -2.11], [-2.77, -1.49, -2.62], [-4.22, -1.36, -1.73], [-1.39, -1.22, -1.95], [-2.22, -0.10, -1.97], [-1.81, 1.07, -1.41], [-2.50, 2.30, -2.03], [-2.56, 2.20, -3.55], [-1.67, 2.36, -4.01], [-2.83, 1.24, -3.74], [-3.35, 3.39, -4.04], [-2.92, 4.78, -3.54], [-1.51, 4.89, -3.24], [-0.91, 6.12, -3.48], [-2.18, -1.94, -1.77], [-0.72, -1.23, -1.09], [-0.85, -1.41, -2.88], [-0.73, 1.04, -1.53], [-1.90, 0.95, -0.33], [-1.86, 3.07, -1.60], [-3.50, 2.23, -1.61], [-4.32, 3.02, -3.70], [-3.36, 3.31, -5.13], [-3.57, 5.09, -2.72], [-3.19, 5.39, -4.40], [-0.94, 6.48, -4.51], [0.17, 6.02, -3.38], [-1.26, 6.94, -2.85], [3.88, 3.52, 2.84], [2.80, 2.76, 2.45], [2.77, 2.68, 1.09], [1.61, 1.81, 0.48], [1.80, 0.33, 0.93], [1.43, 0.19, 1.86], [1.35, -0.39, 0.39], [3.25, -0.19, 0.76], [3.42, -1.71, 0.62], [2.58, -2.42, 1.52], [3.20, -2.74, 2.76], [3.96, 3.45, 3.92], [3.89, 4.60, 2.74], [4.87, 3.19, 2.52], [3.72, 2.38, 0.65], [2.68, 3.64, 0.57], [1.64, 1.80, -0.61], [0.65, 2.05, 0.93], [3.91, 0.33, 1.46], [3.62, 0.20, -0.19], [4.47, -2.00, 0.61], [3.16, -2.05, -0.38], [4.21, -3.14, 2.73], [2.57, -3.40, 3.36], [3.25, -1.79, 3.30]], "total_charge": 2, "orbital_gap_ev": 7.3, "e_above_lowest_kcal_mol": 717.2}